282
Properties=species:S:1:pos:R:3:forces:R:3:mulliken_charge:R:1 method="wB97M-V/def2-TZVPD" energy_ha=-20435.3327 charge=+2 gap_ev=8.34 fmax_ev_per_a=3.069 multiplicity=1
C -4.0144 3.0740 -9.8169 -1.14 1.88 0.69 -1.06
C -4.5994 4.3894 -9.0631 0.23 -0.36 -0.28 -0.49
N -6.1121 4.7263 -9.3431 -1.99 -1.38 -1.30 0.25
C -6.6240 6.0893 -8.7793 1.49 -0.92 1.06 -0.87
C -6.3584 4.7862 -10.9042 -0.73 -0.63 0.38 -0.32
C -7.8672 4.5578 -11.3513 0.97 0.03 0.50 -1.18
C -7.0650 3.5756 -8.7639 1.11 -0.18 1.74 -0.62
C -6.6668 3.0122 -7.3304 -0.28 0.98 -0.31 -0.93
O -6.5236 4.0405 -6.4039 0.52 0.94 0.40 -0.34
C -5.9344 3.5655 -5.1677 0.07 -0.28 -1.24 -0.78
H -4.5840 2.2338 -9.4199 -0.19 -0.16 -0.78 0.24
H -2.9701 2.8078 -9.6533 0.05 0.77 0.73 0.40
H -4.0405 3.2917 -10.8847 -0.42 -0.71 0.00 0.37
H -4.0911 5.3123 -9.3422 0.19 -0.20 -0.07 0.42
H -4.5046 4.2661 -7.9843 -0.15 0.18 -0.07 0.42
H -6.5997 5.8795 -7.7100 -0.39 0.50 0.05 0.38
H -7.5911 6.4442 -9.1354 -0.07 -0.93 -0.18 0.34
H -5.9341 6.9088 -8.9809 0.41 -0.42 -0.23 0.36
H -5.7626 3.9827 -11.3371 -0.13 0.19 0.07 0.21
H -5.9091 5.7401 -11.1804 -0.31 -0.01 -0.21 0.41
H -8.5687 5.2298 -10.8569 0.06 -0.10 0.07 0.31
H -8.1501 3.5176 -11.1900 0.00 0.10 0.49 0.33
H -8.0571 4.6387 -12.4216 0.69 0.55 -0.09 0.40
H -7.0247 2.6788 -9.3821 0.07 0.44 -0.50 0.42
H -8.0873 3.9481 -8.6989 0.27 0.25 -0.30 0.45
H -5.7760 2.3857 -7.3774 0.37 0.00 -0.21 0.39
H -7.4445 2.3973 -6.8774 -0.51 -0.59 -0.94 0.55
H -6.4567 2.6590 -4.8618 -0.37 0.21 0.50 0.33
H -5.9296 4.3764 -4.4393 -0.08 -0.28 -0.15 0.27
H -4.9324 3.2269 -5.4310 0.40 0.27 0.37 0.34
C 1.8210 5.2992 9.8097 -0.64 0.35 1.20 -1.27
C 1.3955 6.2632 8.7142 0.96 0.32 0.04 -0.40
N 1.9626 7.7118 8.9440 -0.47 -0.61 1.75 -0.16
C 3.4977 7.7609 9.0482 -0.88 0.26 -1.53 -1.06
C 1.4456 8.6558 7.8528 0.99 0.12 -0.07 -0.27
C 1.9458 8.3516 6.4233 -0.15 -0.54 0.31 -1.32
C 1.4487 8.2087 10.3783 -0.68 -1.13 -0.88 -0.75
C -0.1035 8.1393 10.6267 0.17 2.16 -0.49 -0.54
O -0.5934 9.4337 10.1783 0.06 -0.84 -0.09 -0.32
C -1.8169 9.9464 10.6967 -0.30 0.74 -0.37 -0.85
H 2.8973 5.3515 9.9738 -0.06 -0.51 -0.23 0.33
H 1.4393 4.2826 9.7153 0.51 -0.07 -1.00 0.42
H 1.3596 5.4920 10.7782 -0.01 0.69 0.14 0.29
H 0.3205 6.3829 8.5798 0.17 -0.06 0.05 0.53
H 1.8276 5.8626 7.7972 -0.05 0.54 -0.25 0.45
H 3.8667 7.3348 8.1153 0.17 -0.52 0.37 0.43
H 3.9166 7.2972 9.9413 -0.39 0.01 -0.21 0.45
H 3.7933 8.8054 8.9490 -0.17 0.09 0.53 0.38
H 1.8383 9.6294 8.1458 -0.24 0.07 0.16 0.42
H 0.3610 8.6630 7.9614 0.10 0.02 -0.21 0.36
H 2.9959 8.0704 6.3436 0.05 -0.15 0.44 0.32
H 1.9108 9.2326 5.7824 -0.59 0.05 0.21 0.41
H 1.3647 7.5422 5.9814 -0.02 0.19 -0.19 0.37
H 1.8332 9.2226 10.4894 -0.29 -0.04 -0.04 0.50
H 1.9503 7.5514 11.0886 0.03 0.12 -0.14 0.55
H -0.3534 8.0412 11.6831 0.54 -0.10 0.26 0.53
H -0.6423 7.3340 10.1273 0.24 -0.08 -0.26 0.28
H -2.1502 10.7373 10.0247 0.37 0.01 -0.29 0.28
H -1.6868 10.4669 11.6455 0.17 -0.45 0.36 0.31
H -2.6913 9.2957 10.7099 0.39 -0.69 0.22 0.33
C 1.0623 1.3316 2.9225 -0.64 -1.07 -2.19 -1.30
C 1.5463 1.6198 1.4594 0.80 1.91 0.57 -0.58
N 0.7458 1.2644 0.2163 -0.56 -0.82 -0.85 0.33
C 1.3609 1.9195 -1.0391 0.43 0.66 0.71 -1.10
C 0.7055 -0.2763 -0.0088 0.88 0.26 -1.38 -0.41
C 2.0635 -1.0201 -0.3527 -0.22 1.35 0.77 -1.39
C -0.7434 1.7682 0.3854 1.07 -0.11 0.57 -0.70
C -1.7194 1.3857 -0.6651 1.30 -0.22 -1.04 -0.65
O -2.0483 0.0429 -0.4298 -1.84 -0.30 -1.07 -0.27
C -2.6915 -0.4942 -1.5933 -0.07 -1.39 0.23 -0.94
H 0.9556 0.2485 2.8633 -0.07 -0.20 1.07 0.40
H 0.0922 1.7662 3.1635 0.16 0.15 -0.06 0.27
H 1.8127 1.6372 3.6517 0.06 -0.10 -0.34 0.42
H 2.5462 1.1998 1.3512 -0.18 -0.27 -0.24 0.51
H 1.7049 2.6945 1.3698 -0.06 0.13 -0.11 0.45
H 0.8637 1.6574 -1.9730 -0.16 -0.36 0.42 0.39
H 2.4315 1.7378 -1.1343 -0.14 -0.68 0.29 0.40
H 1.3433 3.0069 -0.9649 -0.56 0.02 0.35 0.45
H 0.1806 -0.3409 -0.9619 -0.45 -0.16 0.39 0.23
H 0.0705 -0.6526 0.7933 0.45 -0.34 -0.10 0.61
H 2.5229 -0.6131 -1.2535 -0.34 0.12 -0.17 0.38
H 1.9042 -2.0796 -0.5533 -0.30 0.11 0.33 0.40
H 2.8481 -0.8932 0.3932 -0.22 -0.31 0.30 0.33
H -0.6860 2.8554 0.4380 0.09 -0.11 0.56 0.50
H -1.1112 1.2311 1.2597 0.29 0.68 0.50 0.41
H -1.2001 1.4544 -1.6209 -0.18 0.13 -0.51 0.26
H -2.5561 2.0816 -0.7253 -0.21 -0.10 0.35 0.61
H -3.6223 -0.0596 -1.9576 0.25 1.09 0.28 0.38
H -3.0516 -1.5041 -1.3971 0.41 -0.18 0.59 0.25
H -1.9746 -0.6106 -2.4062 0.11 0.38 -0.21 0.35
C -4.1877 -0.5299 4.5975 -0.64 0.09 0.33 -1.44
C -5.3222 -0.7183 5.6471 1.91 0.86 0.40 -0.32
N -5.5919 0.5625 6.5028 -2.01 -0.68 -1.30 -0.26
C -6.4025 1.5414 5.5936 0.99 0.45 1.90 -1.03
C -6.5431 0.1637 7.6818 1.17 0.05 -0.38 -0.23
C -7.9237 -0.3754 7.3038 -0.20 0.17 -0.48 -1.30
C -4.3384 1.2760 7.0564 -0.05 -1.33 -0.19 -0.63
C -3.3975 0.5104 8.0675 0.00 0.49 -0.62 -0.67
O -3.8399 0.5109 9.3819 -1.62 0.29 0.47 -0.33
C -3.0107 -0.1071 10.3781 -0.78 0.41 -0.69 -0.73
H -3.1996 -0.6285 5.0468 -0.05 0.23 0.00 0.35
H -4.2996 0.4135 4.0630 0.15 0.08 0.07 0.36
H -4.2489 -1.2934 3.8220 -0.20 -0.14 0.19 0.41
H -4.9483 -1.4102 6.4018 -0.45 -0.46 -0.23 0.37
H -6.2364 -1.0329 5.1437 -0.02 0.20 0.49 0.55
H -7.3205 1.1145 5.1896 0.49 -0.32 -0.06 0.35
H -5.7555 2.0226 4.8602 -0.10 -0.34 -0.06 0.47
H -6.6649 2.2819 6.3492 -0.32 0.43 -0.46 0.48
H -6.5646 1.0745 8.2803 -0.37 -0.07 0.05 0.45
H -5.9149 -0.5343 8.2351 -0.34 -0.18 0.12 0.33
H -8.5998 0.4091 6.9636 0.13 0.15 0.08 0.37
H -8.4493 -0.8747 8.1177 0.45 0.21 0.38 0.40
H -7.9345 -1.1187 6.5066 0.41 0.00 -0.04 0.33
H -4.6602 2.2351 7.4622 -0.13 -0.18 0.17 0.45
H -3.7645 1.4882 6.1543 0.16 0.03 0.17 0.56
H -2.4822 1.0943 7.9713 0.37 0.10 0.01 0.45
H -3.1307 -0.5122 7.8008 -0.17 -0.17 -0.65 0.41
H -2.3914 0.7004 10.7687 0.71 -0.59 0.01 0.26
H -2.5533 -0.9925 9.9366 0.70 0.22 0.20 0.35
H -3.6531 -0.4603 11.1847 -0.15 0.16 -0.11 0.24
C 4.2849 8.8944 0.6617 1.20 -0.47 -0.44 -1.14
C 5.4284 8.4710 -0.3155 -0.73 0.82 0.11 -0.78
C 6.7292 9.2902 -0.1289 -0.33 -0.07 -0.33 -0.43
C 7.4830 9.0133 1.1652 1.69 -0.19 0.20 -0.73
N 8.9901 9.4216 1.0781 1.85 -0.26 0.43 0.15
C 9.3159 10.8876 0.6345 -1.66 -0.38 -1.69 -0.68
C 10.6959 11.2814 1.0409 0.80 0.17 -1.00 -0.66
C 10.9873 10.3881 2.1906 0.55 -0.92 1.84 -0.51
C 9.7728 9.4302 2.4188 -0.35 0.76 -0.17 -0.71
C 9.6877 8.3282 0.1941 -0.45 1.41 -0.02 -0.91
H 3.3273 8.4601 0.3745 0.16 -0.14 0.14 0.40
H 4.1811 9.9781 0.6069 -0.02 0.04 0.19 0.30
H 4.5790 8.5812 1.6635 -0.42 0.13 0.20 0.28
H 5.0345 8.7053 -1.3045 0.30 -0.03 -0.22 0.35
H 5.6316 7.4002 -0.3283 -0.02 -0.02 0.32 0.38
H 6.5033 10.3456 -0.2812 -0.14 0.19 0.52 0.35
H 7.3667 9.0918 -0.9905 0.18 -0.34 0.07 0.40
H 7.6602 7.9524 1.3423 -0.78 -0.23 -0.06 0.41
H 7.0950 9.4105 2.1032 -0.19 0.36 -0.30 0.38
H 9.2165 10.8968 -0.4509 -0.29 0.09 0.04 0.43
H 8.5661 11.5609 1.0499 -0.24 -0.41 0.17 0.44
H 11.3869 11.1956 0.2023 0.06 -0.69 -0.04 0.33
H 10.8829 12.3271 1.2852 -0.92 0.10 0.22 0.34
H 11.9486 9.8804 2.1108 -0.21 -0.33 -0.19 0.29
H 11.1111 11.0127 3.0753 -0.16 -0.24 0.24 0.35
H 10.0337 8.4426 2.7991 -0.15 -0.05 -0.44 0.48
H 9.0746 9.8773 3.1265 0.07 0.02 0.08 0.36
H 9.0214 8.1109 -0.6407 0.37 0.27 -0.10 0.37
H 9.8521 7.3810 0.7079 -0.17 0.39 0.54 0.34
H 10.6407 8.7617 -0.1091 -0.11 -0.22 -0.22 0.42
C -3.3869 -7.6879 -1.0431 1.87 1.13 0.47 -1.12
C -2.9969 -7.0854 0.3661 -2.31 -0.30 -1.08 -0.61
C -4.3324 -6.7041 1.0981 0.07 -1.24 1.87 -0.81
C -5.2301 -7.8932 1.6538 0.31 1.81 0.13 -0.68
N -6.6359 -7.3900 2.1323 0.72 0.23 -1.56 0.15
C -7.4433 -8.5883 2.6420 -0.74 1.17 0.09 -0.53
C -8.8910 -8.0703 2.5363 0.05 -1.26 -0.19 -0.64
C -8.8731 -7.1596 1.3390 -1.74 1.32 -0.63 -0.63
C -7.4575 -6.8890 0.9064 -0.32 -0.57 0.84 -0.61
C -6.5204 -6.2860 3.1954 0.79 -0.66 -0.92 -1.01
H -2.4724 -7.5138 -1.6102 0.02 -0.25 -0.48 0.35
H -4.1448 -7.0963 -1.5566 -0.29 -0.28 0.19 0.32
H -3.5403 -8.7666 -1.0747 -0.42 0.15 0.27 0.32
H -2.4652 -6.1373 0.2854 0.03 -0.09 -0.38 0.37
H -2.2939 -7.7763 0.8315 -0.48 0.01 0.62 0.37
H -4.9624 -6.0216 0.5276 0.29 -0.10 -0.43 0.42
H -4.0749 -6.1809 2.0190 0.22 0.35 -0.12 0.44
H -4.7625 -8.2517 2.5709 0.05 -0.41 -0.23 0.40
H -5.3762 -8.6761 0.9096 -0.27 -0.01 0.23 0.40
H -7.1563 -8.8587 3.6581 0.27 0.10 -0.17 0.42
H -7.2786 -9.4202 1.9572 0.14 0.13 0.04 0.40
H -9.2706 -7.5675 3.4258 0.31 -0.12 0.04 0.37
H -9.5635 -8.8959 2.3034 0.04 -0.13 0.45 0.32
H -9.4525 -6.2673 1.5758 0.42 0.37 0.10 0.31
H -9.4395 -7.5133 0.4775 0.10 -0.52 0.09 0.39
H -7.3263 -5.8408 0.6375 0.61 -0.16 0.32 0.41
H -7.2844 -7.5364 0.0468 0.76 0.07 0.19 0.36
H -5.9322 -5.4602 2.7952 0.03 -0.24 -0.18 0.40
H -5.9364 -6.7696 3.9785 -0.42 0.37 0.41 0.36
H -7.4753 -5.8401 3.4734 -0.10 -0.70 0.11 0.35
C 0.9584 -5.5869 -5.2968 -0.01 0.23 1.01 -1.29
C 1.1792 -6.4388 -6.5132 0.64 0.11 -0.54 -0.59
C 0.2993 -7.6759 -6.5104 0.34 -1.02 0.19 -0.60
C 0.5199 -8.5596 -7.7568 -0.51 -0.10 -0.07 -0.94
N -0.7152 -9.2907 -8.2966 0.25 0.89 0.40 0.22
C -0.4385 -9.8657 -9.6759 0.52 -1.67 1.19 -0.55
C -1.7685 -10.0342 -10.3527 -0.23 0.99 -1.51 -0.60
C -2.7275 -9.0448 -9.6636 0.34 -1.25 1.24 -0.70
C -1.8510 -8.3348 -8.5831 -1.24 -0.38 -0.30 -0.61
C -1.1574 -10.3480 -7.2582 -0.51 -0.16 -1.31 -0.93
H -0.0337 -5.7411 -4.8723 -0.30 0.32 -0.27 0.34
H 1.1241 -4.5298 -5.5045 -0.10 -0.09 0.12 0.34
H 1.6043 -5.8654 -4.4641 0.28 0.01 -0.11 0.32
H 2.2283 -6.7286 -6.5712 0.16 -0.35 0.24 0.34
H 1.1294 -5.8195 -7.4088 -0.80 -0.12 -0.27 0.44
H -0.7368 -7.4537 -6.2554 -0.17 0.27 -0.64 0.45
H 0.5955 -8.2806 -5.6532 0.16 -0.02 0.22 0.38
H 1.2139 -9.3808 -7.5776 0.23 0.23 0.12 0.49
H 0.9230 -7.9369 -8.5556 -0.22 -0.13 -0.20 0.44
H 0.0331 -10.8264 -9.4693 0.33 0.05 -0.34 0.39
H 0.2609 -9.2219 -10.2093 -0.19 0.13 0.24 0.40
H -2.1677 -11.0410 -10.4754 0.21 -0.02 0.58 0.33
H -1.6385 -9.6889 -11.3784 0.06 -0.12 -0.12 0.31
H -3.4198 -9.6675 -9.0969 -0.51 0.29 -0.25 0.27
H -3.2678 -8.4497 -10.3999 0.16 0.34 0.54 0.41
H -2.3712 -8.2601 -7.6282 -0.14 0.61 -0.31 0.44
H -1.5266 -7.3714 -8.9763 0.56 -0.11 0.45 0.39
H -2.0947 -10.7791 -7.6102 -0.14 0.26 -0.04 0.44
H -1.3286 -9.9411 -6.2616 0.32 0.35 -0.30 0.36
H -0.4909 -11.2102 -7.2351 0.50 0.48 -0.01 0.32
C 5.8580 -7.1521 -0.1114 0.45 0.47 -0.60 -1.35
C 6.4693 -7.0080 -1.5593 -0.53 0.83 0.87 -0.55
C 6.9661 -8.3305 -2.0344 1.79 -0.83 -0.21 -0.21
C 8.0525 -8.2506 -3.1720 -1.61 -0.48 -0.85 -1.08
N 8.3027 -9.6350 -3.8470 0.72 -0.98 0.01 0.27
C 9.2624 -9.5911 -5.0472 0.31 1.74 -0.26 -0.61
C 8.6385 -10.3240 -6.2294 0.01 -0.49 -0.41 -0.59
C 7.4052 -11.0104 -5.6979 -0.96 -0.13 -0.32 -0.64
C 7.0201 -10.2019 -4.5018 -0.41 1.03 1.80 -0.75
C 8.9163 -10.6695 -2.8821 -1.21 0.58 0.15 -1.04
H 4.9762 -7.7925 -0.1290 -0.03 -0.01 -0.04 0.33
H 5.5874 -6.2085 0.3624 -0.21 0.18 -0.51 0.41
H 6.5526 -7.5620 0.6218 0.29 -0.33 -0.33 0.36
H 7.2728 -6.2755 -1.6354 -0.06 0.22 0.43 0.46
H 5.7076 -6.6813 -2.2673 -0.14 0.32 0.15 0.28
H 6.0793 -8.9172 -2.2742 0.32 -0.42 -0.35 0.23
H 7.4735 -8.7834 -1.1826 -0.10 -0.41 0.07 0.33
H 8.9847 -7.7421 -2.9258 0.16 -0.64 0.55 0.55
H 7.6942 -7.6472 -4.0061 -0.31 0.03 -0.08 0.39
H 10.2644 -9.8700 -4.7212 -0.26 -0.37 -0.05 0.47
H 9.3565 -8.5579 -5.3812 -0.02 0.21 0.48 0.29
H 9.2982 -11.0269 -6.7381 0.15 0.12 0.22 0.31
H 8.2719 -9.6389 -6.9939 0.51 0.33 0.13 0.33
H 7.5078 -12.0905 -5.5931 0.00 0.14 0.49 0.34
H 6.5727 -10.8143 -6.3735 0.05 -0.56 -0.32 0.30
H 6.3397 -10.6185 -3.7591 0.64 -0.71 0.21 0.47
H 6.4214 -9.3241 -4.7449 0.44 0.30 -0.65 0.49
H 8.1247 -10.9801 -2.2001 -0.01 -0.19 -0.18 0.38
H 9.6772 -10.2255 -2.2402 0.20 0.19 -0.53 0.36
H 9.2918 -11.5068 -3.4703 -0.05 0.12 0.18 0.45
As -8.9710 0.0666 0.2728 -1.04 0.17 0.01 2.03
F -9.4453 1.3408 -0.8686 0.27 -0.97 1.04 -0.49
F -8.1816 -0.7675 -1.0877 -0.22 0.42 1.01 -0.50
F -8.4495 -1.2159 1.3889 -0.18 0.45 -0.53 -0.52
F -9.8329 0.8769 1.6249 0.83 -0.71 -1.26 -0.49
F -10.4891 -0.9064 -0.0739 1.77 1.18 0.36 -0.53
F -7.4703 0.9592 0.7012 -1.23 -0.81 -0.52 -0.50
As -3.1642 6.8148 3.9778 -0.08 1.31 -2.61 1.99
F -1.7644 7.7711 3.4565 -0.61 -0.28 0.68 -0.48
F -4.2707 8.2594 3.8891 1.40 -1.54 -0.12 -0.51
F -4.6472 5.9043 4.3744 1.62 0.20 -0.01 -0.48
F -2.1072 5.3575 4.0277 -1.07 0.91 0.73 -0.52
F -2.7671 7.3101 5.6350 -0.42 -1.03 -0.63 -0.48
F -3.2887 6.4604 2.1737 -0.69 0.20 2.22 -0.52
As 7.8401 -1.5082 -3.5605 -1.62 -0.17 -0.97 1.99
F 9.2705 -2.5675 -3.4107 -0.86 1.30 -0.23 -0.49
F 7.4559 -1.8243 -1.8412 0.51 0.09 -1.34 -0.49
F 6.2352 -0.6861 -3.6607 1.39 -0.38 -0.05 -0.51
F 8.1478 -1.1428 -5.3401 -0.15 -0.59 2.24 -0.52
F 6.9336 -2.9852 -4.0918 0.74 0.77 0.48 -0.53
F 8.6140 0.0171 -3.1590 -0.16 -1.29 -0.16 -0.46
As -0.6080 6.0431 -4.5306 -0.28 0.60 0.37 2.01
F -0.0333 6.1177 -6.2193 -0.37 -0.16 1.21 -0.50
F -1.0759 4.3406 -4.6727 0.20 0.74 -0.53 -0.49
F -1.2234 5.8478 -2.8271 0.44 0.48 -1.78 -0.51
F -0.1118 7.6788 -4.1306 -0.78 -0.55 -0.59 -0.47
F -2.2098 6.6415 -5.2519 1.69 -0.94 1.37 -0.54
F 1.0454 5.6138 -4.0516 -1.00 -0.45 -0.13 -0.50
As 0.7203 -4.8186 5.4103 1.71 2.33 -1.03 1.99
F -0.1888 -6.2648 4.9474 0.38 0.97 0.58 -0.49
F 1.3390 -5.5122 6.9008 -1.26 -0.11 -0.73 -0.46
F 1.6645 -3.3481 5.9396 -1.16 -1.17 -0.91 -0.51
F 0.3214 -4.0371 3.7979 -0.03 -0.65 1.54 -0.54
F -0.7443 -3.9856 6.0637 1.10 -1.32 -0.28 -0.50
F 2.1725 -5.4009 4.5601 -1.02 0.00 0.65 -0.49
As 7.0325 3.8897 4.6176 -0.06 0.13 0.55 2.01
F 7.9437 5.3907 5.0747 -0.84 -1.20 -0.35 -0.52
F 7.7558 4.0090 3.0021 -0.21 -0.32 1.23 -0.48
F 6.1404 2.4155 4.0975 1.05 1.41 0.54 -0.49
F 6.1715 3.8696 6.1633 0.58 -0.01 -0.61 -0.49
F 5.6760 4.9369 4.0500 1.01 -0.71 0.11 -0.52
F 8.3696 2.9364 5.4199 -1.64 1.01 -1.52 -0.50